{"formula": "C30H48F2N4O8", "method": "ωB97M-V with the def2-TZVPD basis set", "total_charge": 0, "homo_ev": -9.3, "relative_energy_ev": 16.519, "smiles": "CC[C@H](F)c1c(F)c(OC#N)c2c(c1CCCCCCCCOC(C)=O)C(=O)N(O)C2=O.COC[C@@H](C)N.COC[C@@H](C)N", "fmax_ev_per_a": 11.301, "symbols": ["F", "C", "C", "C", "C", "H", "C", "C", "O", "H", "C", "H", "H", "O", "H", "N", "H", "H", "N", "C", "H", "H", "H", "H", "C", "H", "O", "H", "C", "H", "C", "H", "H", "H", "C", "H", "H", "H", "H", "C", "C", "O", "H", "H", "H", "H", "H", "C", "C", "H", "C", "H", "H", "H", "C", "H", "C", "C", "H", "H", "H", "C", "O", "C", "N", "C", "C", "H", "C", "H", "C", "H", "C", "H", "N", "C", "C", "O", "H", "H", "H", "H", "H", "H", "H", "H", "H", "O", "H", "O", "C", "F"], "xyz": [[-4.4122, 2.7743, 0.4928], [-11.3400, 1.7621, 1.2122], [-0.5309, -1.9989, 1.2819], [11.2963, -0.2052, -4.9660], [-4.7185, 0.2430, -2.4991], [3.8043, 0.2751, 2.9065], [1.8575, 2.6506, 0.8944], [-5.1296, -0.8069, 1.5376], [9.4939, -0.6426, -3.2730], [-1.3154, 1.9616, 1.6054], [-11.1301, 1.5828, 4.3631], [-6.1932, 1.4865, 0.2495], [-10.7821, 2.4754, 3.8433], [-2.2961, -4.6642, 3.4217], [2.2337, 2.0835, 3.0746], [-9.0635, 0.9074, 1.4072], [0.8029, 0.7553, 1.6002], [11.8459, -2.3007, -4.5915], [-5.4782, -5.4842, 1.9857], [-5.0564, 1.5306, -0.0723], [-10.6837, -0.1805, 0.6596], [6.4637, -0.8861, 1.9749], [11.8647, 0.6569, -5.3321], [-12.3913, 1.5720, 1.4537], [10.5014, 0.2680, -3.7242], [5.8637, -1.1639, -3.6391], [-5.3166, -2.9898, 3.1764], [-8.8395, 1.4069, 2.2710], [-1.8969, -3.5685, 2.7690], [4.9971, 0.3681, -2.7858], [5.8884, -0.4041, -2.7196], [9.8012, 0.1338, -6.3138], [4.8868, -1.4207, 1.0644], [3.0611, 0.0054, 1.1823], [-4.9403, 1.6582, -1.7021], [9.7404, -1.3219, -5.6305], [10.2574, -2.5603, -3.2669], [5.9151, 1.5036, 1.8442], [1.3000, 3.6498, 1.1815], [2.8859, 2.2020, 2.0943], [-2.6567, -0.0515, 0.4357], [6.6140, -0.8021, -0.1544], [-10.9757, 1.7545, 5.4325], [10.8470, -1.5099, -1.9309], [-3.8588, -0.4345, -2.0855], [12.8618, -1.1126, -3.7535], [-8.4934, 0.0611, 1.4594], [5.1540, 0.9133, 1.1783], [-10.8060, -0.2038, 2.7997], [2.4929, 2.9078, -0.0752], [5.8357, -1.2923, -1.3038], [9.9671, 1.1833, -3.9961], [-11.0106, 2.6372, 1.7776], [-11.8762, -0.4314, 2.8817], [-0.8059, 1.9952, 0.5282], [-10.2889, -1.1680, 2.7885], [5.7571, -0.6383, 1.0464], [-5.3846, -4.3275, 2.5525], [1.1726, -2.7539, 3.2289], [-0.9056, 0.2049, -1.0059], [6.9414, 0.1512, -2.7883], [-4.4771, -2.1041, 2.3075], [0.5529, -1.7508, 0.4958], [9.9954, -1.7677, -2.5661], [10.3953, -0.6506, -6.0383], [-2.0388, -1.3615, 1.2031], [12.3073, -1.3139, -4.6763], [-5.9494, 2.1658, -2.0873], [-10.4812, 0.5253, 1.4728], [-11.2867, 2.0426, 0.1536], [-1.6627, 0.9241, -0.4281], [-0.8987, 3.1024, 0.0933], [0.7446, 1.4673, 0.6480], [-4.0927, 2.4698, -1.9194], [-0.5144, -3.0391, 2.4216], [-4.2595, 0.2591, 0.5871], [3.6554, 0.7708, 1.8393], [0.2011, -2.6131, 3.5115], [-2.1885, 1.5804, -1.2416], [-12.1968, 1.4191, 4.1883], [13.0349, -1.3843, -5.4936], [3.6708, 3.0576, 2.2499], [5.1059, 1.3209, 0.0647], [1.0565, 0.8321, -0.2871], [11.1705, 0.5383, -2.8977], [-5.7574, -0.3271, -2.6202], [-4.4005, 0.5330, -3.6124], [-10.3459, 0.4626, 3.9795], [9.1928, -2.1543, -1.9310], [5.1077, -2.4109, -1.3485], [-2.8758, -2.4129, 2.1416], [-6.5934, -0.5780, 1.7426]], "lowdin_charge": [-0.113, -0.079, -0.143, -0.429, -0.131, 0.122, -0.214, 0.074, -0.212, 0.128, -0.110, 0.151, 0.070, 0.032, 0.115, 0.038, 0.110, 0.063, 0.133, -0.191, 0.134, 0.142, 0.134, 0.078, -0.196, 0.102, -0.051, 0.076, -0.154, 0.092, -0.025, 0.072, 0.123, 0.106, -0.200, 0.071, 0.073, 0.118, 0.110, -0.218, -0.014, -0.122, 0.089, 0.093, 0.071, 0.078, 0.041, -0.158, -0.194, 0.117, -0.294, 0.119, 0.062, 0.118, -0.174, 0.121, -0.183, -0.155, 0.165, 0.126, 0.083, -0.025, -0.020, -0.099, 0.033, 0.056, -0.078, 0.129, -0.424, 0.076, -0.151, 0.125, -0.227, 0.118, -0.112, 0.038, -0.215, -0.007, 0.100, 0.090, 0.077, 0.112, 0.123, 0.108, 0.119, 0.096, 0.091, -0.192, 0.087, -0.030, 0.082, -0.071]}

=====

{"formula": "C30H48N6O3RuSSi", "method": "ωB97M-V with the def2-TZVPD basis set", "total_charge": 1, "multiplicity": 6, "homo_ev": [-9.8, -10.3], "relative_energy_ev": 1.004, "s_squared": 8.759, "fmax_ev_per_a": 4.263, "symbols": ["H", "C", "N", "N", "H", "H", "H", "H", "N", "H", "C", "S", "C", "Si", "C", "H", "H", "C", "H", "O", "H", "H", "H", "H", "C", "C", "N", "H", "H", "H", "H", "N", "H", "C", "C", "H", "H", "H", "H", "H", "C", "H", "C", "C", "H", "C", "H", "H", "H", "C", "C", "H", "H", "H", "H", "C", "C", "N", "C", "C", "H", "H", "H", "O", "C", "H", "H", "H", "C", "H", "C", "H", "C", "H", "C", "C", "O", "H", "Ru", "H", "H", "H", "C", "C", "C", "C", "C", "H", "H", "H"], "xyz": [[1.3418, 2.9563, 2.6112], [2.3938, -5.2569, 1.5248], [1.4387, 1.0948, 1.7561], [4.1963, 2.7207, -0.8170], [1.6518, -3.5305, -3.1298], [0.8794, 0.0431, -4.0666], [3.5645, 0.8368, -0.3459], [0.1194, 0.4337, -2.5179], [-2.1806, 3.6532, 2.2428], [3.5446, 2.8468, 3.0313], [4.3906, 1.7450, 1.4422], [-1.7559, 1.3063, 3.5379], [3.3682, 2.7651, 1.9567], [0.0547, -2.0355, -0.9514], [-4.2617, 4.1336, 2.7293], [3.5767, 4.7628, -2.0096], [-5.5590, 1.6500, 3.4782], [0.2773, -0.3610, -3.2489], [-0.6882, -0.6478, -3.6568], [-0.0539, 3.1104, 0.4972], [3.2420, 3.1605, -0.6361], [-3.4063, 2.1499, 0.1839], [1.5473, -1.9883, 1.5887], [-5.4935, 0.7788, 0.0779], [-3.6081, -3.5067, -2.4713], [-2.6532, 2.6448, 3.0065], [4.5374, 4.4994, -2.1700], [1.9116, -6.6101, -0.0621], [6.8635, 3.5480, -2.4508], [1.5129, -2.4332, -4.4998], [2.9095, -1.8874, -1.6478], [6.2813, 3.0281, -1.8192], [0.0596, -3.1150, -3.7754], [1.8464, -5.5941, 0.2975], [0.9911, -1.5454, -2.6124], [2.8886, -6.0086, 2.1226], [-5.3199, 2.7275, 4.8661], [-4.2293, -3.3753, -3.3462], [5.3199, 0.9989, -0.3606], [-4.2256, 1.3514, 4.6151], [-2.4292, -2.7896, -2.3459], [-3.4962, -5.1945, 0.4448], [-2.7980, 1.3707, -0.2853], [-3.9955, -4.3840, -1.4737], [-5.2348, 4.5643, 2.8270], [1.8590, 2.4896, 1.7596], [-1.2944, 3.6086, 1.7267], [-3.0180, -0.5963, -1.0781], [-5.4544, -0.7761, -0.7680], [-1.6035, -2.9479, -1.2417], [2.2962, -3.9557, 1.9862], [4.2465, 0.7846, 1.9388], [-1.3992, -3.9467, 0.6389], [3.5780, 3.7467, 1.5262], [2.3300, -0.2145, -1.6058], [-3.1745, 4.5708, 2.0498], [5.0106, 3.3907, -1.5889], [-3.9290, 2.9426, 3.3308], [-3.4968, 0.0285, -0.3178], [1.0523, -2.7305, -3.5567], [-2.1611, -2.0984, -3.1317], [-3.0299, 5.4428, 1.4458], [1.8738, 0.5593, 1.0083], [-0.0498, -0.7036, -0.1424], [4.3919, 1.5003, -0.0743], [1.6303, 0.6387, 2.6423], [-4.9121, -4.9483, -1.5688], [5.3736, 2.1167, 1.7416], [1.6538, -2.9993, 1.2194], [2.9898, -0.8882, -3.1027], [-3.4178, -0.7144, 1.0307], [2.7127, -3.6905, 2.9490], [-3.1974, -4.5289, -0.3519], [0.7579, -4.9156, -1.4046], [1.1004, -3.3215, -0.0148], [-4.9784, 0.1999, -0.6881], [1.8934, 3.7560, -0.3309], [5.0938, 5.0470, -2.8027], [-0.9843, 0.9096, 1.0924], [-5.0843, 0.7203, -1.6368], [-2.4232, 1.6886, -1.2572], [-3.8941, -0.1276, 1.8194], [1.2042, -4.6326, -0.4616], [1.1954, 3.1701, 0.5129], [-4.8100, 2.1236, 4.1164], [-2.0161, -3.8196, -0.2396], [2.3963, -1.1133, -2.2145], [-2.3683, -0.9324, 1.3155], [6.6733, 2.2180, -1.3725], [-3.9367, -1.6682, 0.9639]], "lowdin_spin": [0.000, 0.000, 0.057, 0.001, 0.000, 0.000, 0.000, -0.001, 0.018, 0.000, 0.001, 0.147, 0.002, 0.021, 0.009, 0.000, 0.000, 0.000, 0.000, 0.086, 0.000, 0.027, 0.000, 0.000, 0.000, 0.029, 0.000, 0.000, 0.000, 0.000, 0.000, 0.000, 0.000, 0.000, 0.006, 0.000, 0.000, 0.000, 0.000, 0.003, 0.000, 0.000, 0.361, 0.000, 0.001, 0.002, 0.002, 0.000, 0.006, 0.001, 0.000, 0.000, 0.000, 0.000, 0.000, 0.004, 0.000, 0.010, 0.055, 0.001, 0.000, 0.000, 0.001, 0.192, 0.000, 0.003, 0.000, 0.000, 0.000, 0.000, 0.048, 0.000, 0.000, 0.000, 0.003, 0.028, 0.010, 0.000, 3.809, 0.001, 0.024, 0.000, 0.001, 0.010, 0.003, 0.000, 0.000, 0.013, 0.000, 0.005]}